1.
{
  "formula": "C13H27BrN2O9P",
  "method": "ωB97M-V/def2-TZVPD",
  "symbols": ["O", "N", "O", "C", "N", "P", "O", "Br", "H", "H", "H", "O", "C", "O", "C", "C", "C", "H", "H", "H", "H", "H", "H", "H", "H", "O", "C", "O", "C", "C", "C", "H", "H", "H", "H", "H", "H", "H", "H", "O", "C", "O", "C", "C", "C", "H", "H", "H", "H", "H", "H", "H", "H"],
  "coordinates": [[0.2120, -1.1532, 8.4807], [-0.7593, -1.7119, 8.1308], [-1.2393, -1.2201, 6.9096], [-0.7464, -2.0873, 5.8114], [-1.3570, -1.6600, 4.6331], [-0.8382, -2.1116, 3.2179], [-0.0718, -3.6014, 3.4067], [1.3134, -0.9489, 2.9363], [0.3443, -1.9597, 5.8051], [-1.0038, -3.1160, 6.0904], [0.8670, -3.4685, 3.6126], [0.6168, -3.1616, 0.4252], [0.3791, -4.2038, -0.1022], [-0.0957, -4.1939, -1.3835], [-0.2422, -5.3840, -2.1516], [-1.5717, -6.0687, -1.9032], [0.4983, -5.5170, 0.6368], [0.5985, -6.0600, -1.9848], [-0.1804, -5.0519, -3.1880], [-1.6617, -6.4015, -0.8694], [-1.6800, -6.9367, -2.5558], [-2.3893, -5.3759, -2.1014], [-0.4326, -5.6849, 1.1775], [1.2967, -5.4105, 1.3649], [0.7135, -6.3757, 0.0046], [3.7062, 2.0988, -3.5588], [2.9579, 1.7055, -2.6969], [3.1357, 0.4697, -2.2082], [2.4231, -0.0122, -1.0449], [1.0707, -0.5886, -1.3811], [1.7900, 2.5335, -2.2171], [2.3635, 0.7710, -0.2905], [3.0670, -0.7877, -0.6351], [0.4040, 0.1659, -1.8045], [0.6099, -0.9957, -0.4844], [1.1683, -1.3901, -2.1147], [0.9371, 2.3533, -2.8690], [2.0645, 3.5829, -2.2884], [1.4862, 2.3318, -1.1949], [-1.3572, 3.4362, -1.8980], [-1.4584, 4.6290, -1.9052], [-0.3772, 5.3662, -1.5577], [-0.3275, 6.7866, -1.7011], [-0.9126, 7.5043, -0.5024], [-2.7672, 5.3239, -2.2076], [-0.8000, 7.0969, -2.6345], [0.7338, 7.0131, -1.7935], [-1.9734, 7.2849, -0.3813], [-0.7955, 8.5829, -0.6141], [-0.4022, 7.1884, 0.4070], [-3.3379, 5.3955, -1.2821], [-3.3173, 4.7017, -2.9080], [-2.6616, 6.3169, -2.6365]],
  "total_energy_ev": -114657.71177,
  "total_charge": -1,
  "homo_energy_ev": -4.2797
}



2.
{
  "formula": "C13H27Cl2OsP",
  "method": "ωB97M-V/def2-TZVPD",
  "symbols": ["Os", "Cl", "Cl", "C", "H", "H", "C", "C", "H", "C", "H", "C", "H", "H", "C", "H", "H", "C", "H", "H", "H", "H", "C", "C", "P", "C", "C", "C", "C", "H", "H", "H", "H", "H", "H", "H", "H", "H", "H", "H", "H", "H", "H", "H"],
  "coordinates": [[0.6244, -0.1005, -0.0466], [0.1452, -2.3720, -0.5582], [0.5418, 2.0935, 0.8605], [2.3471, -0.0411, -0.6332], [2.7417, 0.9566, -0.7866], [2.6955, -0.7110, -1.4030], [-1.2359, 0.5718, -1.4472], [0.0361, 0.5969, -1.8801], [-1.5521, 0.6490, -0.4103], [0.5090, -0.3142, -3.0854], [0.4680, 1.5643, -2.1382], [-0.5004, -0.1544, -4.2075], [1.5045, 0.0199, -3.3686], [0.5561, -1.3506, -2.7837], [-1.8980, -0.1768, -3.5987], [-0.3840, 0.7838, -4.7565], [-0.4289, -0.9269, -4.9802], [-2.0232, 0.9235, -2.5517], [-2.7083, -0.0461, -4.3192], [-2.0346, -1.1405, -3.0990], [-1.6000, 1.8684, -2.9317], [-3.0216, 1.1109, -2.2280], [-3.0191, 0.3743, 2.7374], [-1.5384, 0.5868, 3.0489], [-0.3600, -0.5819, 2.1841], [1.2666, -0.4563, 3.0403], [1.3457, -0.7400, 4.5370], [-1.0745, -2.2704, 2.5110], [-1.3684, -2.6973, 3.9442], [-3.2888, 0.8372, 1.7791], [-3.6302, 0.8575, 3.5109], [-3.2989, -0.6842, 2.6982], [-1.2203, 1.5782, 2.6972], [-1.3412, 0.5441, 4.1341], [1.9191, -1.1311, 2.4648], [1.5955, 0.5709, 2.8241], [1.4017, -1.8154, 4.7408], [2.2643, -0.2848, 4.9268], [0.5046, -0.3105, 5.0926], [-1.9868, -2.3133, 1.8975], [-0.3604, -2.9542, 2.0284], [-2.0740, -2.0205, 4.4480], [-1.8298, -3.6923, 3.9250], [-0.4606, -2.7671, 4.5485]],
  "total_energy_ev": -50715.11374,
  "homo_energy_ev": [-6.0675, -8.3076],
  "spin_multiplicity": 5,
  "e_above_lowest_kj_mol": 79.65
}



3.
{
  "formula": "C13H27ClIrN7O6Si2",
  "method": "ωB97M-V/def2-TZVPD",
  "symbols": ["Ir", "O", "Cl", "O", "O", "O", "N", "N", "C", "N", "N", "N", "O", "O", "H", "H", "H", "H", "H", "C", "Si", "C", "C", "N", "C", "C", "C", "C", "C", "C", "N", "Si", "C", "C", "C", "H", "H", "H", "H", "H", "H", "H", "H", "H", "H", "H", "H", "H", "H", "H", "H", "H", "H", "H", "H", "H", "H"],
  "coordinates": [[-0.3824, -0.1784, -0.2272], [1.4477, 3.1432, 2.6980], [1.6295, 2.5215, 1.4412], [2.2526, 3.4179, 0.4916], [2.4375, 1.3203, 1.5554], [0.3195, 2.1152, 0.8803], [1.5283, 0.3335, -0.9334], [1.5858, 1.5623, -1.6438], [0.4078, 2.2425, -1.7477], [0.4807, 3.5137, -2.1012], [-0.6768, 1.5043, -1.5128], [-1.9330, 2.0824, -1.6407], [-2.8374, 1.4879, -1.1237], [-2.0507, 3.1139, -2.2948], [2.0434, 0.4472, -0.0462], [1.9626, -0.3885, -1.5002], [2.3896, 2.1305, -1.4018], [1.3400, 4.0120, -1.9350], [-0.3871, 4.0127, -2.2259], [-1.7375, -2.0200, 4.0494], [-0.7159, -0.9962, 2.8542], [-1.3865, 0.7280, 3.0769], [1.0818, -1.2220, 3.2966], [-0.8834, -1.4373, 1.1178], [-1.2931, -2.6928, 0.6564], [-1.5513, -3.8263, 1.4319], [-2.0410, -4.9724, 0.8412], [-2.2951, -4.9928, -0.5293], [-2.0140, -3.8921, -1.3098], [-1.4710, -2.7359, -0.7261], [-1.1406, -1.5638, -1.3915], [-1.1371, -1.5738, -3.1720], [-2.8997, -1.6165, -3.7867], [-0.1010, -3.0081, -3.8091], [-0.3229, -0.0857, -3.9704], [-1.7821, -1.4321, 4.9716], [-1.3126, -2.9893, 4.3066], [-2.7636, -2.1646, 3.7062], [-0.9251, 1.2011, 3.9476], [-2.4595, 0.6474, 3.2683], [-1.2495, 1.3954, 2.2325], [1.2898, -0.8122, 4.2880], [1.7488, -0.7269, 2.5929], [1.3229, -2.2878, 3.3156], [-1.3693, -3.8150, 2.4936], [-2.2398, -5.8469, 1.4462], [-2.7173, -5.8772, -0.9892], [-2.2394, -3.9254, -2.3642], [-3.4020, -2.5639, -3.5920], [-2.9310, -1.4322, -4.8634], [-3.4751, -0.8303, -3.2921], [-0.5175, -3.9982, -3.6430], [0.8839, -2.9881, -3.3333], [0.0532, -2.8875, -4.8845], [-0.9510, 0.8053, -3.9888], [-0.1506, -0.3771, -5.0103], [0.6489, 0.1792, -3.5551]],
  "total_energy_ev": -67743.82697,
  "homo_energy_ev": -7.5461,
  "e_above_lowest_kj_mol": 125.63
}



4.
{
  "formula": "C13H27IN4O2Si2",
  "method": "ωB97M-V/def2-TZVPD",
  "symbols": ["C", "C", "O", "N", "C", "C", "C", "C", "C", "Si", "I", "O", "Si", "H", "H", "H", "H", "H", "H", "H", "H", "H", "H", "H", "H", "H", "H", "H", "H", "H", "H", "C", "C", "N", "H", "H", "H", "C", "C", "N", "H", "H", "H", "C", "C", "N", "H", "H", "H"],
  "coordinates": [[-1.5938, -1.8067, -1.5117], [-0.1457, -1.1936, -1.7605], [0.8237, -1.9354, -1.4452], [0.1183, 0.1215, -2.3499], [0.6882, -0.0310, -3.7225], [0.9799, 0.9740, -1.4817], [0.6561, 2.5443, -1.6633], [-0.8765, 2.9200, -1.4005], [-1.4372, 1.9943, -0.2224], [-2.9988, 2.6509, 0.6463], [-3.3717, 1.1569, 2.6238], [-4.3787, 2.7128, -0.3888], [-4.8525, 1.1634, -0.9946], [-2.3764, -1.0372, -1.2343], [-1.9474, -2.3904, -2.4332], [-1.5211, -2.5853, -0.6772], [0.5911, -1.1224, -4.0434], [0.1133, 0.6762, -4.4073], [1.7885, 0.2338, -3.8108], [2.0888, 0.8684, -1.7742], [0.9182, 0.6333, -0.4010], [0.9905, 2.9047, -2.6942], [1.3161, 3.0873, -0.9046], [-0.8861, 4.0305, -1.1064], [-1.5438, 2.7884, -2.3068], [-1.6254, 0.9348, -0.5816], [-0.6140, 1.9512, 0.5787], [-2.8159, 4.0118, 1.1891], [-4.5758, 0.0600, -0.0575], [-6.3107, 1.2193, -1.2242], [-4.1440, 0.8244, -2.2481], [1.6630, -1.9258, 1.7737], [1.5580, -0.4608, 2.0519], [1.4753, 0.6873, 2.2700], [0.6971, -2.4048, 1.9382], [1.9671, -2.0846, 0.7383], [2.4015, -2.3789, 2.4363], [2.9854, 2.2497, 5.3959], [3.6500, 1.5298, 6.5253], [4.1701, 0.9662, 7.4092], [2.7411, 1.5457, 4.5990], [2.0675, 2.7227, 5.7466], [3.6529, 3.0165, 5.0012], [1.3797, -5.2450, -1.1802], [1.2004, -5.4198, 0.2932], [1.0613, -5.5551, 1.4478], [0.6289, -5.8257, -1.7176], [1.2714, -4.1913, -1.4434], [2.3723, -5.5864, -1.4770]],
  "total_energy_ev": -47830.70257,
  "homo_energy_ev": -9.5366
}



5.
{
  "formula": "C13H27MnNP2",
  "method": "ωB97M-V/def2-TZVPD",
  "symbols": ["Mn", "H", "H", "P", "P", "C", "H", "H", "H", "C", "H", "H", "H", "C", "H", "H", "H", "C", "H", "H", "H", "C", "H", "H", "H", "C", "H", "H", "H", "H", "H", "N", "C", "C", "C", "C", "C", "C", "C", "H", "H", "H", "H", "H"],
  "coordinates": [[0.3600, -1.1197, -0.2450], [-1.6951, -0.6875, -0.8350], [-1.3460, -0.4390, -1.5023], [-0.8936, -2.6298, 0.8525], [1.5861, -0.4256, -2.0543], [2.7978, 0.8743, -1.5679], [3.4363, 1.1165, -2.4307], [2.2542, 1.7703, -1.2360], [3.4080, 0.4940, -0.7384], [2.6917, -1.6696, -2.8244], [2.0930, -2.4628, -3.2837], [3.3473, -1.2216, -3.5810], [3.3048, -2.1201, -2.0361], [0.8509, 0.3712, -3.5387], [0.3032, 1.2718, -3.2313], [1.6426, 0.6611, -4.2435], [0.1513, -0.3105, -4.0392], [-0.2471, -4.3600, 0.8833], [-0.8562, -4.9978, 1.5464], [-0.2615, -4.7583, -0.1398], [0.7902, -4.3277, 1.2430], [-0.9920, -2.3096, 2.6691], [-1.5377, -1.3721, 2.8432], [-1.5142, -3.1360, 3.1757], [0.0237, -2.2114, 3.0741], [-2.6786, -2.9890, 0.5446], [-2.8248, -3.3363, -0.4874], [-3.0286, -3.7712, 1.2401], [-3.2758, -2.0807, 0.7050], [0.0550, -2.2053, -1.3132], [1.4533, -2.2051, -0.1579], [0.5493, 0.6426, 0.6683], [0.1631, 1.7560, 0.7809], [-0.3288, 3.0072, 1.1705], [0.2517, 3.5829, 2.2921], [-0.2632, 4.7687, 2.8063], [-1.3551, 5.3759, 2.1832], [-1.9295, 4.8004, 1.0467], [-1.4130, 3.6154, 0.5331], [1.1075, 3.0882, 2.7616], [0.1958, 5.2134, 3.6855], [-1.7555, 6.3103, 2.5832], [-2.7760, 5.2770, 0.5566], [-1.8447, 3.1494, -0.3592]],
  "total_energy_ev": -65289.53473,
  "total_charge": 2,
  "homo_energy_ev": [-15.6337, -15.6212],
  "spin_multiplicity": 4
}



6.
{
  "formula": "C13H27N2O3",
  "method": "ωB97M-V/def2-TZVPD",
  "symbols": ["C", "C", "C", "C", "O", "C", "C", "O", "C", "N", "C", "C", "N", "C", "C", "O", "C", "C", "H", "H", "H", "H", "H", "H", "H", "H", "H", "H", "H", "H", "H", "H", "H", "H", "H", "H", "H", "H", "H", "H", "H", "H", "H", "H", "H"],
  "coordinates": [[-5.5674, 0.8796, -1.0594], [-5.0865, 0.4897, 0.3331], [-4.8771, 1.6934, 1.2544], [-3.6857, 2.5623, 0.8542], [-2.4488, 1.8618, 0.7876], [-1.9397, 1.4210, 2.0268], [-0.4885, 1.0222, 1.7481], [0.1855, 2.0577, 1.0733], [-0.4521, -0.2306, 0.8338], [0.8553, -0.2391, 0.1455], [1.9259, -0.8915, 0.9326], [3.2812, -0.6770, 0.2446], [3.2262, -1.1895, -1.0966], [3.8963, -2.2819, -1.6067], [4.9811, -2.8676, -0.7446], [3.6076, -2.7024, -2.7002], [2.1863, -0.5766, -1.8882], [0.8246, -0.7890, -1.2289], [-6.4850, 1.4586, -0.9945], [-4.8227, 1.4716, -1.5853], [-5.7689, -0.0113, -1.6488], [-5.8276, -0.1671, 0.7913], [-4.1519, -0.0719, 0.2532], [-4.7432, 1.3468, 2.2816], [-5.7647, 2.3263, 1.2353], [-3.8228, 2.9571, -0.1535], [-3.5893, 3.4033, 1.5540], [-1.9707, 2.2323, 2.7663], [-2.4970, 0.5629, 2.4204], [0.0434, 0.8383, 2.6867], [-0.4916, 2.5769, 0.6073], [-0.6062, -1.1497, 1.3970], [-1.2432, -0.1219, 0.0885], [1.0758, 0.7861, 0.0979], [1.9436, -0.4658, 1.9362], [1.7024, -1.9594, 0.9947], [4.0584, -1.1760, 0.8195], [3.5104, 0.3969, 0.2202], [5.7133, -2.1110, -0.4735], [4.5697, -3.3145, 0.1581], [5.4766, -3.6460, -1.3182], [2.2031, -1.0505, -2.8732], [2.3896, 0.4946, -2.0023], [0.0460, -0.2861, -1.8034], [0.5962, -1.8557, -1.1732]],
  "total_energy_ev": -23035.98288,
  "total_charge": 1,
  "homo_energy_ev": -12.7820,
  "e_above_lowest_kj_mol": 0.00,
  "smiles": "CCCCOC[C@H](O)C[NH+]1CCN(C(C)=O)CC1"
}